1.
13
Properties=species:S:1:pos:R:3:forces:R:3:lowdin_charge:R:1 method="wB97M-V/def2-TZVPD" homo_ev=-8.626 mol_weight_g_mol=118.2 total_charge=0 relative_energy_kcal_mol=5.3
C 2.541230 -0.167455 -0.018464 0.4111 0.0936 0.0210 -0.450
S 0.900786 -0.788899 -0.024981 -1.5040 0.9166 -0.3207 0.893
C 0.010565 0.783034 -0.028467 -0.2909 -1.2177 0.4688 -0.333
C -1.337988 0.911677 0.026619 2.1972 -1.1909 -0.3658 -0.074
C -2.239687 -0.263010 -0.038894 0.8225 1.0550 0.8265 -0.586
O -3.418958 -0.144216 -0.059994 -2.1054 0.0894 -0.3491 0.111
O -1.654173 -1.463000 0.050169 0.1729 -0.5898 -0.2780 0.014
H 2.720199 0.329394 0.923075 0.4060 0.2295 0.1299 0.035
H 3.137082 -1.065571 -0.088431 0.4762 -0.0962 0.0690 0.027
H 2.757224 0.461727 -0.872001 0.0928 0.1764 -0.0877 0.040
H 0.676086 1.645800 0.028293 -0.2638 -0.1192 -0.0754 0.077
H -1.733863 1.896027 0.121211 -0.6265 0.2956 -0.1028 0.103
H -2.358504 -2.135503 -0.018141 0.2120 0.3578 0.0644 0.143

---

2.
12
Properties=species:S:1:pos:R:3:forces:R:3:lowdin_charge:R:1 method="wB97M-V/def2-TZVPD" homo_ev="-7.487 / -8.012" mol_weight_g_mol=162.9 total_charge=0 relative_energy_kcal_mol=40.4
C -0.292542 -0.928491 0.599749 0.0816 -0.2320 0.0900 -0.227
C -0.296471 0.014444 -0.532853 -1.0089 -0.0201 -0.1253 -0.527
P -0.458091 1.753502 -0.257863 0.2836 0.2713 0.1119 0.704
P -3.469508 0.196152 -0.844275 0.3442 0.0695 -0.9006 -0.009
Cl -3.597017 -1.502070 0.216103 -0.2800 -0.7477 0.3645 0.090
Cl -3.553832 1.571289 0.602013 -0.3518 0.4813 0.5582 0.025
H 0.490783 -1.678488 0.476879 0.1104 -0.0280 0.0777 0.076
H -1.235571 -1.486957 0.656840 0.1484 0.0124 0.0803 -0.020
H -0.151873 -0.409598 1.545946 0.0595 -0.0628 0.1352 0.065
H -0.406454 -0.377591 -1.530605 0.1681 -0.0533 -0.1760 0.034
H 0.767709 1.978324 0.386892 0.3562 0.0707 0.2121 -0.103
H 0.007542 2.164861 -1.505136 0.0888 0.2386 -0.4281 -0.107